Formula: C15H32O7S
Source: the OMol25 dataset
Level of theory: the ωB97M-V functional and the def2-TZVPD basis

Its net charge is 0. Its SMILES is CCCOC[C@H]1OS(=O)(=O)O[C@H]1[C@H](C)CCC.COCCOC. The spin multiplicity is 1. For the molecular weight, the calculation gives 356.48 g mol⁻¹. The orbital gap comes out at 10.078 eV. As for the HOMO energy: -9.464 eV. As for the relative energy (zero: lowest compared OMol25 entry of this formula, charge and spin): 62.7 kcal per mole. Its LUMO energy is 0.6 eV. The calculation puts the calculated total energy at -41237.9516 eV.

Geometry (Å):
1 C -1.67040 1.50259 -2.11413
2 C -1.33105 0.25025 -2.97969
3 C -0.47998 -0.82394 -2.20894
4 O 0.83417 -0.93380 -2.76856
5 C 1.57816 0.23113 -2.44887
6 C 3.07838 -0.19627 -2.30930
7 O 3.78784 0.89284 -3.00307
8 S 3.93109 2.14235 -1.93679
9 O 5.04891 3.06970 -2.17658
10 O 2.72198 2.96400 -1.71941
11 O 4.10740 1.18852 -0.58707
12 C 3.77992 -0.17283 -0.91980
13 C 3.30450 -1.11089 0.22358
14 C 1.76179 -1.20438 0.40756
15 C 3.92125 -0.61282 1.58670
16 C 3.15646 0.60975 2.20200
17 C 4.22921 1.66881 2.65835
18 H -2.60283 1.37881 -1.53301
19 H -1.72263 2.40748 -2.74777
20 H -0.87451 1.70983 -1.36824
21 H -2.25343 -0.17800 -3.40948
22 H -0.70306 0.56864 -3.83502
23 H -0.38313 -0.57581 -1.13311
24 H -1.01731 -1.78581 -2.25842
25 H 1.51007 0.99280 -3.25104
26 H 1.23355 0.73926 -1.52676
27 H 3.31981 -1.08757 -2.91207
28 H 4.78368 -0.59673 -1.16360
29 H 3.72927 -2.10892 0.01172
30 H 1.24336 -0.23558 0.34841
31 H 1.57769 -1.58188 1.43681
32 H 1.28935 -1.95340 -0.25694
33 H 3.86141 -1.46753 2.29065
34 H 4.99480 -0.40158 1.42389
35 H 2.51328 0.32288 3.04977
36 H 2.55656 1.13219 1.43354
37 H 3.66305 2.53736 3.04503
38 H 4.76319 2.01502 1.75756
39 H 4.92280 1.25755 3.40818
40 C -6.18103 0.24795 2.63506
41 O -6.17148 -1.10935 2.22170
42 C -5.99820 -1.25291 0.81865
43 C -4.56703 -1.62314 0.46976
44 O -3.66577 -0.56785 0.78166
45 C -2.96539 -0.79215 1.99597
46 H -6.07619 0.26902 3.71949
47 H -5.35763 0.81342 2.19299
48 H -7.13398 0.71508 2.36682
49 H -6.30148 -0.34174 0.29430
50 H -6.65885 -2.06278 0.49483
51 H -4.50130 -1.79108 -0.60940
52 H -4.27155 -2.54806 0.97393
53 H -2.18762 -1.54747 1.84433
54 H -3.63556 -1.10838 2.79797
55 H -2.49150 0.14543 2.28587

Force components x, y, z for each atom (eV/Å):
C 0.27 0.00 0.01
C 0.48 0.40 0.49
C -1.03 0.29 -0.34
O -0.49 0.15 0.89
C 0.57 -0.48 0.05
C -0.70 1.53 -0.21
O 0.88 1.75 1.31
S -0.52 3.81 1.03
O -1.10 -3.53 0.08
O 1.28 -2.85 -0.72
O -0.83 0.96 -1.44
C 1.77 -2.25 -1.02
C -0.79 1.30 0.86
C 0.11 -0.86 0.55
C -0.66 -0.49 -0.36
C 1.67 0.60 -0.27
C -1.30 -0.10 -0.32
H 0.37 0.05 -0.39
H -0.26 -0.43 0.33
H -0.31 -0.18 -0.44
H 0.43 0.07 0.27
H -0.38 -0.18 0.33
H -0.20 0.04 -0.50
H 0.71 0.10 -0.19
H 0.06 -0.48 0.29
H 0.07 -0.42 -0.38
H -0.31 0.26 0.54
H -0.48 0.18 0.06
H -0.28 0.47 -0.11
H 0.29 -0.42 -0.12
H 0.06 0.20 -0.52
H 0.27 0.64 0.05
H 0.12 0.40 -0.34
H -0.47 0.11 0.21
H 0.21 0.03 -0.43
H 0.11 -0.44 0.43
H 0.59 -0.30 0.14
H 0.01 -0.22 0.49
H -0.25 0.28 -0.26
C -0.08 -0.08 0.09
O 0.14 0.22 -0.11
C 0.02 -0.38 0.22
C -0.06 0.36 -0.27
O -0.03 -0.15 0.22
C 0.06 0.13 -0.13
H -0.04 -0.07 -0.02
H -0.02 -0.01 -0.03
H 0.03 0.09 -0.02
H 0.08 0.02 0.00
H 0.01 0.00 -0.05
H -0.03 -0.05 -0.02
H -0.05 0.02 0.06
H 0.01 -0.06 0.10
H 0.00 -0.03 -0.02
H 0.00 0.00 -0.07

Charges obtained by natural (NBO) population analysis, quoted in units of e: atom 1 (C): -0.6180, atom 2 (C): -0.4399, atom 3 (C): -0.0678, atom 4 (O): -0.5417, atom 5 (C): -0.1196, atom 6 (C): 0.0606, atom 7 (O): -0.6628, atom 8 (S): 2.4343, atom 9 (O): -0.8494, atom 10 (O): -0.9002, atom 11 (O): -0.6776, atom 12 (C): 0.0717, atom 13 (C): -0.2281, atom 14 (C): -0.6365, atom 15 (C): -0.3960, atom 16 (C): -0.4103, atom 17 (C): -0.6045, atom 18 (H): 0.2169, atom 19 (H): 0.2145, atom 20 (H): 0.2000, atom 21 (H): 0.2103, atom 22 (H): 0.2117, atom 23 (H): 0.1688, atom 24 (H): 0.1929, atom 25 (H): 0.2064, atom 26 (H): 0.1978, atom 27 (H): 0.2382, atom 28 (H): 0.1886, atom 29 (H): 0.2241, atom 30 (H): 0.2136, atom 31 (H): 0.2167, atom 32 (H): 0.2253, atom 33 (H): 0.2108, atom 34 (H): 0.2095, atom 35 (H): 0.2054, atom 36 (H): 0.2060, atom 37 (H): 0.2078, atom 38 (H): 0.2152, atom 39 (H): 0.2017, atom 40 (C): -0.2559, atom 41 (O): -0.5508, atom 42 (C): -0.0890, atom 43 (C): -0.0886, atom 44 (O): -0.5544, atom 45 (C): -0.2560, atom 46 (H): 0.1906, atom 47 (H): 0.1793, atom 48 (H): 0.1686, atom 49 (H): 0.1758, atom 50 (H): 0.1850, atom 51 (H): 0.1826, atom 52 (H): 0.1763, atom 53 (H): 0.1659, atom 54 (H): 0.1831, atom 55 (H): 0.1911